DFT (ωB97M-V with the def2-TZVPD basis set) results for the molecule C4H6N2O.

Atoms and positions in Å:
1 N 0.986 -0.933 1.565
2 C 0.319 -0.178 0.589
3 C -0.309 0.993 0.723
4 N -0.587 1.508 -0.581
5 C -0.135 0.801 -1.605
6 O -0.865 -1.178 -1.312
7 C 0.340 -0.475 -0.902
8 H 0.992 -0.482 2.475
9 H 0.613 -1.871 1.666
10 H -0.586 1.547 1.611
11 H -1.110 2.360 -0.712
12 H -0.897 -1.087 -2.282
13 H 1.239 -1.005 -1.236

## Properties
LUMO in eV: 0.866
2S+1: 1
ΔE to the lowest compared entry with this formula, charge and spin in kJ/mol: 347.3
F_max in eV/Å: 0.95
Orbital gap in eV: 9.06

Results of the Löwdin charge analysis, in e, for atoms 1 through 5: 0.09, -0.29, -0.04, -0.02, 0.00


DFT (ωB97M-V with the def2-TZVPD basis set) results for C45H34IN15OPYb as an isolated structure.

Atoms and positions in Å:
1 Yb -10.174 15.375 11.635
2 N -11.697 12.651 9.174
3 C -11.996 13.931 8.795
4 N -12.580 14.109 7.621
5 N -12.621 15.429 7.401
6 N -12.234 16.005 8.529
7 N -11.764 15.130 9.446
8 C -11.371 12.346 10.488
9 N -11.520 11.121 10.997
10 N -11.122 11.214 12.276
11 N -10.679 12.438 12.507
12 N -10.793 13.183 11.401
13 H -12.040 11.934 8.551
14 C -8.364 28.064 17.645
15 O -8.706 26.810 18.248
16 C -8.925 25.703 17.453
17 C -9.682 24.680 18.102
18 C -10.054 23.546 17.405
19 C -9.651 23.418 16.049
20 C -8.881 24.394 15.463
21 C -8.491 25.549 16.153
22 C -9.925 22.240 15.259
23 N -9.483 22.010 14.027
24 C -9.822 20.719 13.756
25 C -10.512 20.138 14.863
26 N -10.556 21.101 15.814
27 C -11.012 18.816 14.850
28 C -11.850 18.256 15.871
29 C -12.234 16.932 15.807
30 C -11.799 16.096 14.645
31 N -11.213 16.751 13.540
32 C -10.815 17.977 13.641
33 C -10.016 18.601 12.549
34 N -9.626 17.842 11.527
35 C -8.802 18.279 10.550
36 C -8.516 19.629 10.434
37 C -8.856 20.500 11.481
38 C -9.553 19.975 12.584
39 H -8.419 28.789 18.450
40 H -9.018 28.363 16.844
41 H -7.333 28.065 17.292
42 H -9.913 24.806 19.137
43 H -10.533 22.677 17.860
44 H -8.531 24.174 14.449
45 H -7.898 26.326 15.646
46 H -11.005 21.045 16.717
47 H -12.052 18.814 16.763
48 H -12.785 16.551 16.693
49 H -12.583 15.404 14.339
50 H -8.476 17.561 9.803
51 H -8.024 20.052 9.563
52 H -8.527 21.550 11.460
53 I -7.363 14.753 10.439
54 C -9.774 14.807 14.145
55 C -8.786 13.920 14.386
56 C -8.757 13.212 15.564
57 C -9.661 13.587 16.587
58 C -10.600 14.533 16.365
59 N -10.658 15.103 15.108
60 H -8.069 13.754 13.580
61 H -7.992 12.483 15.753
62 H -9.627 13.124 17.567
63 H -11.362 14.742 17.127
64 N -12.407 17.280 8.906
65 P -12.624 18.352 7.647
66 C -14.119 17.834 6.792
67 C -15.185 17.454 7.571
68 C -16.339 17.014 6.987
69 C -16.469 16.987 5.590
70 C -15.388 17.361 4.825
71 C -14.185 17.765 5.414
72 C -12.823 19.860 8.520
73 C -13.102 21.004 7.725
74 C -13.092 22.226 8.338
75 C -12.968 22.337 9.731
76 C -12.821 21.200 10.489
77 C -12.751 19.942 9.882
78 C -11.153 18.355 6.602
79 C -10.085 19.193 6.900
80 C -9.106 19.426 5.946
81 C -9.076 18.723 4.741
82 C -9.976 17.681 4.600
83 C -11.023 17.504 5.519
84 H -15.007 17.338 8.635
85 H -17.193 16.705 7.643
86 H -17.413 16.723 5.099
87 H -15.483 17.272 3.737
88 H -13.342 18.059 4.796
89 H -13.333 20.875 6.667
90 H -13.264 23.122 7.724
91 H -13.016 23.305 10.217
92 H -12.910 21.249 11.587
93 H -12.657 19.025 10.478
94 H -10.043 19.774 7.828
95 H -8.351 20.232 6.183
96 H -8.353 18.919 3.959
97 H -9.976 17.050 3.719
98 H -11.747 16.732 5.266

## Properties
<S²>: 0.751
LUMO (alpha / beta) in eV: -0.164 / -0.286
2S+1: 2
ΔE to the lowest compared entry with this formula, charge and spin in kJ/mol: 283.3
F_max in eV/Å: 4.28
Orbital gap (alpha / beta) in eV: 6.27 / 6.15

Results of the Löwdin charge analysis, in e, for atoms 1 through 5: 1.45, 0.14, -0.41, 0.06, 0.07


DFT (ωB97M-V with the def2-TZVPD basis set) results for a 2-piece molecular cluster, C8H16Si overall.

Atoms and positions in Å:
1 C -2.465 3.497 -0.644
2 C -1.831 2.525 -0.297
3 C -2.665 -1.021 -0.466
4 C -0.760 -2.324 0.481
5 C 2.270 -0.351 -0.392
6 C 2.001 2.145 0.405
7 C -1.115 -1.035 -0.209
8 C 1.468 0.929 -0.319
9 Si -0.273 0.486 0.438
10 H -2.880 4.456 -0.725
11 H -3.221 -1.193 0.364
12 H -2.982 -0.073 -0.667
13 H -3.046 -1.620 -1.258
14 H -1.469 -2.748 1.254
15 H 0.258 -2.188 1.129
16 H -0.525 -3.211 -0.165
17 H 1.984 -1.117 -1.043
18 H 3.292 0.035 -0.624
19 H 2.388 -0.714 0.651
20 H 1.446 3.091 0.493
21 H 2.886 2.458 0.002
22 H 2.169 1.879 1.366
23 H -0.763 -1.284 -1.259
24 H 1.157 1.310 -1.264
25 H 0.109 0.306 1.797

## Properties
LUMO in eV: 0.195
2S+1: 1
ΔE to the lowest compared entry with this formula, charge and spin in kJ/mol: 591.7
F_max in eV/Å: 4.74
Orbital gap in eV: 9.53

Results of the Löwdin charge analysis, in e, for atoms 1 through 5: -0.13, -0.16, -0.11, -0.18, -0.11


DFT (ωB97M-V with the def2-TZVPD basis set) results for the molecule C3H8N2S.

Atoms and positions in Å:
1 C 1.469 -1.215 -0.210
2 C 1.150 0.141 0.495
3 N 0.489 1.166 -0.192
4 C -0.726 1.436 -0.135
5 N -1.921 0.768 0.073
6 S -2.249 -0.858 0.136
7 H 0.597 -1.772 -0.674
8 H 1.956 -1.814 0.593
9 H 2.141 -0.970 -1.069
10 H 0.759 -0.089 1.484
11 H 2.165 0.512 0.684
12 H -0.865 2.507 -0.316
13 H -2.717 1.337 0.281
14 H -2.246 -1.152 -1.150

## Properties
LUMO in eV: 0.695
2S+1: 1
SMILES: CC/N=C\NS
ΔE to the lowest compared entry with this formula, charge and spin in kJ/mol: 220.9
F_max in eV/Å: 2.78
Orbital gap in eV: 9.40

Results of the Löwdin charge analysis, in e, for atoms 1 through 5: -0.12, -0.34, 0.02, -0.32, -0.42


DFT (ωB97M-V with the def2-TZVPD basis set) results for a 2-piece molecular cluster, C2H2O3 overall.

Atoms and positions in Å:
1 C 1.375 -0.009 -0.428
2 C -0.731 0.147 0.601
3 O 2.379 0.012 0.152
4 O -1.639 0.766 -0.132
5 O -1.367 -0.638 -0.344
6 H 0.890 -0.154 -1.450
7 H -0.907 -0.124 1.601

## Properties
LUMO (alpha / beta) in eV: 0.305 / 0.305
2S+1: 1
ΔE to the lowest compared entry with this formula, charge and spin in kJ/mol: 676.7
F_max in eV/Å: 4.99
Orbital gap (alpha / beta) in eV: 8.85 / 8.85

Results of the Löwdin charge analysis, in e, for atoms 1 through 5: -0.02, -0.26, 0.10, 0.01, -0.04


DFT (ωB97M-V with the def2-TZVPD basis set) results for the molecule C23H27N3O3.

Atoms and positions in Å:
1 C -9.166 -1.767 -0.720
2 O -8.479 -1.129 0.328
3 C -7.159 -0.837 0.158
4 C -6.421 -1.114 -0.987
5 C -5.082 -0.769 -1.044
6 C -4.454 -0.147 0.029
7 N -3.094 0.171 -0.101
8 C -2.264 0.766 0.794
9 O -2.583 1.128 1.906
10 C -0.860 0.985 0.230
11 C 0.176 1.036 1.361
12 C 1.385 1.878 0.925
13 N 1.557 1.775 -0.506
14 C 2.299 0.858 -1.169
15 O 2.258 0.764 -2.384
16 C 3.274 -0.001 -0.369
17 C 4.631 0.730 -0.352
18 C 5.741 -0.174 0.111
19 C 6.941 0.371 0.551
20 C 7.985 -0.441 0.952
21 C 7.836 -1.818 0.917
22 C 6.645 -2.368 0.485
23 C 5.593 -1.558 0.076
24 C 4.286 -2.181 -0.354
25 N 3.359 -1.292 -1.020
26 C 0.519 2.480 -1.237
27 C -0.838 2.316 -0.536
28 C -5.194 0.131 1.176
29 C -6.527 -0.211 1.234
30 H -10.186 -1.903 -0.364
31 H -8.732 -2.745 -0.950
32 H -9.179 -1.152 -1.626
33 H -6.870 -1.595 -1.840
34 H -4.519 -0.991 -1.940
35 H -2.695 -0.088 -0.993
36 H -0.609 0.178 -0.465
37 H -0.290 1.473 2.245
38 H 0.488 0.021 1.608
39 H 2.287 1.579 1.454
40 H 1.210 2.935 1.148
41 H 2.929 -0.186 0.652
42 H 4.580 1.619 0.281
43 H 4.850 1.064 -1.372
44 H 7.053 1.446 0.576
45 H 8.912 -0.003 1.290
46 H 8.648 -2.460 1.227
47 H 6.521 -3.442 0.460
48 H 4.475 -3.036 -1.008
49 H 3.782 -2.565 0.546
50 H 3.602 -1.150 -1.996
51 H 0.498 2.054 -2.242
52 H 0.783 3.541 -1.316
53 H -1.012 3.126 0.174
54 H -1.638 2.348 -1.278
55 H -4.718 0.612 2.013
56 H -7.110 -0.001 2.116

## Properties
LUMO in eV: 0.652
2S+1: 1
SMILES: COc1ccc(NC(=O)C2CCN(C(=O)[C@@H]3Cc4ccccc4CN3)CC2)cc1
ΔE to the lowest compared entry with this formula, charge and spin in kJ/mol: 175.8
F_max in eV/Å: 0.67
Orbital gap in eV: 8.67

Results of the Löwdin charge analysis, in e, for atoms 1 through 5: -0.09, -0.09, -0.28, -0.02, -0.03


DFT (ωB97M-V with the def2-TZVPD basis set) results for a 2-piece molecular cluster, C10H16O overall.

Atoms and positions in Å:
1 C -0.969 1.031 1.489
2 C 0.080 0.254 0.693
3 C 1.334 1.023 0.361
4 C 2.459 0.982 1.154
5 C 3.613 1.706 0.873
6 C 3.636 2.452 -0.303
7 C 2.521 2.504 -1.113
8 C 1.375 1.792 -0.808
9 H -1.465 0.355 2.185
10 H -1.753 1.429 0.851
11 H -0.552 1.796 2.145
12 H 0.313 -0.735 1.101
13 H -0.356 -0.056 -0.265
14 H 2.460 0.373 2.049
15 H 4.434 1.618 1.568
16 H 4.504 3.060 -0.527
17 H 2.583 3.061 -2.041
18 H 0.521 1.815 -1.473
19 C -2.714 -2.049 -0.145
20 C -3.097 -3.141 -1.125
21 O -2.166 -3.084 -2.219
22 H -2.153 -1.292 -0.689
23 H -1.977 -2.345 0.613
24 H -3.532 -1.539 0.354
25 H -3.002 -4.113 -0.652
26 H -4.089 -2.933 -1.517
27 H -2.006 -3.963 -2.558

## Properties
LUMO in eV: 0.915
2S+1: 1
SMILES: CCc1ccccc1.CCO
ΔE to the lowest compared entry with this formula, charge and spin in kJ/mol: 123.7
F_max in eV/Å: 1.15
Orbital gap in eV: 9.92

Results of the Löwdin charge analysis, in e, for atoms 1 through 5: -0.09, -0.22, -0.25, -0.06, -0.08


DFT (ωB97M-V with the def2-TZVPD basis set) results for a 2-piece molecular cluster, CH4N2O3 overall.

Atoms and positions in Å:
1 C -0.340 -0.243 -0.076
2 N -1.137 0.780 -0.698
3 N 1.082 0.148 0.073
4 O 1.476 1.290 0.059
5 O 1.843 -0.868 0.204
6 O -0.390 -1.491 -0.387
7 H -0.072 -0.033 1.755
8 H -0.842 1.690 -0.330
9 H -2.156 0.538 -0.512
10 H 0.535 -1.813 -0.089

## Properties
LUMO (alpha / beta) in eV: -0.897 / -0.897
2S+1: 1
ΔE to the lowest compared entry with this formula, charge and spin in kJ/mol: 364.0
F_max in eV/Å: 3.78
Orbital gap (alpha / beta) in eV: 8.46 / 8.46

Results of the Löwdin charge analysis, in e, for atoms 1 through 5: -0.46, 0.13, -0.38, 0.08, -0.01


DFT (ωB97M-V with the def2-TZVPD basis set) results for C7H4S2 as an isolated structure.

Atoms and positions in Å:
1 C 1.855 0.332 -0.236
2 C 0.935 -0.409 -0.937
3 C -0.208 0.390 -1.433
4 C -0.479 1.445 -0.598
5 C -1.065 0.876 0.676
6 C -0.799 -0.465 0.866
7 C -0.179 -1.271 -0.292
8 S 1.308 1.952 -0.094
9 S -1.420 -0.981 -1.616
10 H 2.654 -0.179 0.217
11 H -1.486 1.420 1.562
12 H -1.054 -0.814 1.762
13 H -0.063 -2.293 0.122

## Properties
LUMO in eV: -1.081
2S+1: 1
ΔE to the lowest compared entry with this formula, charge and spin in kJ/mol: 25.9
F_max in eV/Å: 5.90
Orbital gap in eV: 6.94

Results of the Löwdin charge analysis, in e, for atoms 1 through 5: -0.38, -0.29, -0.48, -0.37, -0.14